Record 1
Molecular formula: C6H9NO
Method: DFT, ωB97M-V/def2-TZVPD

The calculation puts the lowest unoccupied orbital energy at 0.609 eV. Its energy above the lowest of the compared OMol25 structures with the same formula, charge and spin is 60.4 kcal/mol. Its SMILES is C=C1C(O)=C(N)[C@@H]1C.

Geometry as ORCA input:
```
! RIJCOSX wB97M-V def2-TZVPD def2/J DEFGRID3
* xyz 0 1
C 2.365 -0.506 0.619
C 1.082 -0.444 0.294
C 0.001 -1.266 -0.078
O 0.014 -2.504 -0.522
C -1.000 -0.336 0.119
N -2.327 -0.440 0.276
C -0.111 0.839 0.347
C 0.165 1.804 -0.792
H 2.843 -1.463 0.802
H 2.964 0.392 0.716
H -0.828 -2.673 -0.972
H -2.740 -1.317 0.575
H -2.861 0.370 0.570
H -0.281 1.367 1.293
H 1.008 2.457 -0.549
H 0.410 1.276 -1.718
H -0.704 2.445 -0.980
*
```

These are the Mulliken partial charges, in e, on atoms 1 to 4: C -0.84; C 0.02; C 0.27; O -0.60


Record 2
Molecular formula: C39H34ClCuN3SSi2
Method: DFT, ωB97M-V/def2-TZVPD

The calculation puts the lowest unoccupied orbital energy (spin up / spin down) at -0.143 / -1.217 eV.

Geometry as ORCA input:
```
! RIJCOSX wB97M-V def2-TZVPD def2/J DEFGRID3
* xyz 0 2
C -1.460 -1.117 4.391
C -1.991 -0.433 3.271
C -1.622 -1.154 2.090
H -2.643 0.437 3.315
C -0.827 -2.292 2.511
C -0.754 -2.260 3.940
H -0.282 -3.019 4.563
H -1.591 -0.809 5.436
H -2.070 -1.063 1.107
H -0.543 -3.119 1.884
Cu 0.389 -0.794 1.896
Si 1.677 1.544 -0.364
C 0.188 2.593 -0.942
C 0.449 3.893 -1.399
H 1.489 4.240 -1.453
C -0.607 4.712 -1.842
H -0.396 5.664 -2.351
C -1.926 4.280 -1.650
H -2.747 4.905 -1.985
C -2.212 3.073 -1.004
H -3.255 2.763 -0.827
C -1.143 2.237 -0.619
H -1.365 1.295 -0.106
C -0.776 -1.071 -1.668
C -2.142 -1.066 -1.920
H -2.664 -0.153 -2.153
C -2.707 -2.335 -1.994
H -3.706 -2.427 -2.418
C -1.983 -3.444 -1.566
H -2.417 -4.428 -1.716
C -0.751 -3.327 -0.917
H -0.260 -4.143 -0.391
C -0.104 -2.099 -0.969
H 0.930 -1.995 -0.659
H 1.070 0.550 0.613
Si 0.564 -0.509 -2.733
C 0.941 -1.881 -3.908
C 0.260 -1.966 -5.130
H -0.110 -1.052 -5.583
C 0.045 -3.206 -5.764
H -0.498 -3.263 -6.705
C 0.568 -4.374 -5.186
H 0.338 -5.364 -5.619
C 1.437 -4.281 -4.090
H 1.960 -5.158 -3.691
C 1.686 -3.016 -3.537
H 2.444 -2.938 -2.767
C -0.142 0.893 -3.760
C -1.421 1.189 -4.230
H -2.240 0.504 -4.026
C -1.645 2.364 -4.966
H -2.668 2.607 -5.283
C -0.568 3.220 -5.276
H -0.758 4.155 -5.820
C 0.742 2.894 -4.852
H 1.610 3.529 -5.067
C 0.934 1.728 -4.108
H 1.934 1.444 -3.746
H 2.824 1.033 -1.132
Cl 2.633 2.657 1.146
N 2.242 0.498 5.512
C 1.273 1.450 5.789
C 0.851 1.912 7.030
C -0.369 2.600 7.086
C -1.160 2.760 5.932
C -0.745 2.237 4.700
C 0.465 1.529 4.621
N 0.950 0.641 3.685
C 2.010 0.015 4.243
C 2.673 -1.102 3.625
C 3.771 -1.814 4.059
S 4.080 -3.157 2.979
C 2.720 -2.698 2.017
N 2.118 -1.582 2.441
H 2.986 0.212 6.143
H 1.464 1.760 7.920
H -0.709 3.028 8.031
H -2.097 3.314 6.026
H -1.344 2.359 3.800
H 4.344 -1.545 4.933
H 2.362 -3.263 1.155
*
```

These are the Mulliken partial charges, in e, on atoms 1 to 4: C -0.74; C -1.19; C -0.43; H 0.67


Record 3
Molecular formula: C22H43NO16
Method: DFT, ωB97M-V/def2-TZVPD

The calculation puts the lowest unoccupied orbital energy at 0.155 eV. Its SMILES is C[C@H]1COC(=O)O1.C[C@H]1COC(=O)O1.C[C@H]1COC(=O)O1.C[C@H]1COC(=O)O1.CN(C)C=O.CO.CO.CO.

Geometry as ORCA input:
```
! RIJCOSX wB97M-V def2-TZVPD def2/J DEFGRID3
* xyz 0 1
C -6.207 -2.071 -1.030
C -4.853 -2.085 -0.367
C -4.531 -3.443 0.325
O -3.525 -4.002 -0.497
C -3.138 -3.162 -1.479
O -2.200 -3.340 -2.180
O -3.905 -2.046 -1.451
H -7.039 -2.192 -0.331
H -6.293 -2.877 -1.765
H -6.436 -1.185 -1.625
H -4.718 -1.300 0.375
H -5.428 -4.062 0.316
H -4.150 -3.340 1.338
C 0.336 3.360 -4.253
C 1.485 2.386 -4.158
C 1.436 1.335 -3.058
O 1.985 0.183 -3.699
C 1.859 0.304 -5.017
O 2.031 -0.547 -5.828
O 1.506 1.575 -5.325
H 0.415 3.849 -5.224
H 0.322 4.130 -3.483
H -0.607 2.809 -4.209
H 2.426 2.940 -4.034
H 0.389 1.156 -2.787
H 1.993 1.523 -2.147
C -1.965 4.328 1.419
C -1.835 3.461 2.673
C -3.029 3.509 3.633
O -3.784 2.385 3.196
C -3.006 1.564 2.474
O -3.429 0.629 1.855
O -1.743 2.060 2.416
H -2.863 4.153 0.824
H -1.064 4.193 0.825
H -2.057 5.368 1.736
H -0.920 3.798 3.159
H -3.534 4.462 3.492
H -2.747 3.322 4.670
C -0.858 -2.143 1.520
C -0.122 -1.605 0.299
C -0.433 -0.148 -0.009
O 0.821 0.473 -0.207
C 1.796 -0.347 0.179
O 2.938 -0.034 0.341
O 1.304 -1.531 0.551
H -0.729 -1.737 2.525
H -0.538 -3.182 1.650
H -1.942 -2.218 1.406
H -0.244 -2.367 -0.470
H -0.912 0.369 0.820
H -1.160 -0.121 -0.825
C 5.960 1.365 0.771
N 5.448 2.584 1.403
C 6.296 3.738 1.454
C 4.323 2.479 2.159
O 3.875 3.365 2.866
H 6.418 1.510 -0.211
H 5.079 0.780 0.517
H 6.709 0.952 1.447
H 6.084 4.509 2.188
H 7.325 3.412 1.663
H 6.397 4.225 0.478
H 3.975 1.437 2.233
C 1.727 -5.167 0.230
O 0.969 -5.182 -0.994
H 2.662 -4.642 0.022
H 1.126 -4.652 0.978
H 2.009 -6.185 0.494
H 1.364 -4.545 -1.591
C -1.981 -0.631 -3.841
O -2.192 0.744 -3.481
H -1.408 -1.129 -3.054
H -2.933 -1.158 -3.903
H -1.421 -0.646 -4.771
H -2.827 0.751 -2.759
C 2.311 -2.873 4.198
O 2.427 -3.004 5.604
H 1.387 -2.344 3.932
H 3.082 -2.260 3.710
H 2.377 -3.853 3.732
H 2.335 -2.118 5.967
*
```

These are the Mulliken partial charges, in e, on atoms 1 to 4: C -1.52; C 0.76; C -0.49; O -0.39